--- w ---
Here is 2 unconnected molecules or ions with the total composition CH4NO3P from OMol25. Energies are from the ωB97M-V functional and the def2-TZVPD basis.

Geometry (Å):
N  0.38217  -2.68313  0.36793
O  -0.41652  -2.07172  -0.64348
P  0.28792  -1.11173  -1.78914
O  -0.84397  -0.68056  -2.58060
H  0.21689  -2.14417  1.21616
H  -0.02137  -3.60918  0.49421
C  -0.02761  2.39833  -0.47484
O  0.07703  1.31710  0.02254
H  -0.99872  2.90230  -0.60156
H  0.84320  2.96945  -0.83552

## Properties
SMILES string	NOP=O.C=O
orbital gap	10.037	eV
multiplicity	1


--- x ---
Here is a single CH4NO3P molecule from OMol25. Energies are from the ωB97M-V functional and the def2-TZVPD basis.

Geometry (Å):
O  1.55414  -0.27339  -1.76503
C  0.82728  -1.06162  -1.21590
N  -0.35652  -0.70577  -0.53628
P  -0.89930  0.96059  0.00127
O  0.34352  1.51526  0.91177
O  -1.72916  0.54745  1.30975
H  1.15537  -2.09179  -1.18133
H  -0.82313  -1.46491  -0.10329
H  0.97415  2.12581  0.54674
H  -1.04636  0.44837  2.03229

## Properties
SMILES string	O=CNP(O)O
orbital gap	10.262	eV
multiplicity	1


The structure with the greatest stability is x.